Record 1
{"formula": "C4H6N2O2", "method": "ωB97M-V with the def2-TZVPD basis set", "homo_lumo_gap_ha": 0.3705, "energy_ha": -415.797122, "smiles": "O=C/C(=N/O)N1CC1", "homo_ha": -0.3565, "largest_force_ev_per_a": 4.8, "e_above_lowest_ev": 6.6259, "lumo_energy_ev": 0.382, "elements": ["O", "C", "C", "N", "O", "N", "C", "C", "H", "H", "H", "H", "H", "H"], "xyz": [[1.9433, -0.6422, -2.0734], [1.0994, -1.3506, -1.6066], [0.2169, -0.8159, -0.5505], [-0.7746, -1.5409, -0.4159], [-1.7832, -0.8908, 0.3073], [0.5568, 0.5032, -0.0941], [0.6062, 0.9408, 1.2699], [-0.3648, 1.6312, 0.3759], [1.1723, -2.4613, -2.0155], [-2.7797, -1.3576, 0.1205], [0.1651, 0.3141, 2.1885], [1.5288, 1.5259, 1.6019], [-0.0431, 2.5334, -0.0959], [-1.5435, 1.6106, 0.9879]], "forces_ev_per_a": [[0.37, 0.68, -0.54], [2.55, -1.86, -0.95], [1.68, 2.03, 0.10], [-3.97, -0.89, 0.47], [-3.63, -1.70, -0.22], [-1.81, -0.35, -0.05], [0.83, 0.27, 2.91], [-2.38, -1.41, 2.55], [-1.33, 1.65, 1.29], [4.63, 1.36, 0.49], [0.83, 1.17, -2.40], [-1.03, -1.15, -0.66], [-0.26, 0.52, -0.10], [3.52, -0.31, -2.91]], "mulliken_charge": [-0.436, -0.140, 0.541, -0.346, -0.388, -0.089, -0.322, -0.413, 0.328, 0.344, 0.217, 0.231, 0.308, 0.164]}

***

Record 2
{"formula": "C4H6N2O2", "method": "ωB97M-V with the def2-TZVPD basis set", "homo_lumo_gap_ha": 0.3477, "energy_ha": -415.797318, "smiles": "[H]/N=C1\\C[C@H](C=O)ON1", "homo_ha": -0.3340, "largest_force_ev_per_a": 7.9, "e_above_lowest_ev": 6.6206, "lumo_energy_ev": 0.375, "elements": ["H", "N", "C", "C", "C", "C", "O", "O", "N", "H", "H", "H", "H", "H"], "xyz": [[3.2005, -1.1798, -0.2441], [2.6376, -0.3906, -0.5191], [1.4697, -0.1735, -0.2187], [0.6284, -1.0242, 0.6047], [-0.7762, -0.0560, 0.7333], [-1.8578, 0.0778, -0.2197], [-2.6291, -0.7458, -0.7033], [-0.2213, 1.3418, 0.6216], [0.6952, 0.9839, -0.3840], [0.6747, -1.4499, 1.6639], [0.4284, -1.8676, 0.0602], [-1.0594, -0.4600, 1.8014], [-1.9063, 1.2277, -0.6805], [1.3506, 1.8632, -1.0224]], "forces_ev_per_a": [[-0.91, -0.44, -0.02], [2.73, 1.65, -1.99], [-1.10, 0.76, 3.75], [-4.58, 0.88, 2.59], [2.47, -1.09, 3.16], [-3.06, 0.63, -4.53], [1.63, 0.98, 1.62], [1.34, -2.41, 1.19], [4.26, 3.82, -5.42], [1.42, 1.25, -1.34], [-0.94, -2.22, -1.63], [-0.25, 1.93, -1.88], [0.02, -2.60, 1.30], [-3.03, -3.16, 3.21]], "mulliken_charge": [0.235, -0.754, 0.476, -0.650, 0.244, -0.071, -0.480, -0.299, -0.324, 0.336, 0.342, 0.335, 0.244, 0.366]}

***

Record 3
{"formula": "C4H6N2O2", "method": "ωB97M-V with the def2-TZVPD basis set", "homo_lumo_gap_ha": 0.3598, "energy_ha": -415.803066, "smiles": "[H]/N=C\\N1C=COCO1", "homo_ha": -0.3296, "largest_force_ev_per_a": 5.6, "e_above_lowest_ev": 6.4641, "lumo_energy_ev": 0.824, "elements": ["H", "N", "C", "N", "C", "C", "O", "C", "O", "H", "H", "H", "H", "H"], "xyz": [[2.0859, 0.9887, 1.0131], [2.6704, 0.1976, 0.4627], [1.7311, -0.3852, -0.2344], [0.4308, -0.1097, -0.7191], [-0.2419, 1.2041, -0.3947], [-1.5046, 1.0771, -0.1756], [-1.8896, -0.1642, 0.3636], [-0.9955, -1.1893, 0.4328], [-0.3542, -1.2827, -0.9375], [2.0540, -1.2049, -0.7564], [0.2973, 2.1100, -0.7525], [-2.5242, 1.8582, -0.2767], [-0.2388, -0.8826, 1.1356], [-1.5207, -2.2171, 0.8391]], "forces_ev_per_a": [[1.98, -1.47, -1.31], [-4.87, 1.84, 0.97], [1.07, 1.21, -0.01], [1.86, 2.68, -0.01], [3.11, -0.93, -2.53], [-5.27, 0.33, 1.80], [-2.59, 0.89, -0.76], [-1.05, -2.59, 0.02], [0.12, 1.91, 3.44], [0.77, -2.46, -1.15], [-0.48, -0.99, 0.31], [3.70, -2.46, 0.51], [0.64, -0.59, 0.29], [1.04, 2.63, -1.58]], "mulliken_charge": [0.262, -0.611, -0.071, 0.110, -0.384, -0.105, -0.339, -0.105, -0.361, 0.476, 0.317, 0.273, 0.295, 0.244]}

***

Record 4
{"formula": "C4H6N2O2", "method": "ωB97M-V with the def2-TZVPD basis set", "homo_lumo_gap_ha": 0.3529, "energy_ha": -415.729082, "smiles": "[H]/N=C1/NOC[C@H]2O[C@H]12", "homo_ha": -0.3271, "largest_force_ev_per_a": 6.9, "e_above_lowest_ev": 8.4773, "lumo_energy_ev": 0.701, "elements": ["H", "N", "C", "N", "O", "C", "C", "O", "C", "H", "H", "H", "H", "H"], "xyz": [[2.7471, -1.3827, 0.2154], [2.5581, -0.3594, -0.0685], [1.2949, -0.2308, 0.0549], [0.8455, 1.1649, 0.2386], [-0.3690, 1.5053, -0.3292], [-1.4849, 0.7673, -0.1069], [-1.1556, -0.5558, 0.4816], [-0.8640, -1.7893, -0.0975], [0.1401, -0.9514, -0.3842], [1.4619, 1.8804, 0.4392], [-1.8589, 0.2433, -1.2061], [-2.2226, 1.0358, 0.5658], [-1.1502, -0.7299, 1.6103], [0.0574, -0.5978, -1.4135]], "forces_ev_per_a": [[0.07, 1.64, -1.27], [-0.07, -2.64, 2.15], [2.06, 3.93, 0.46], [-1.21, -5.64, 0.42], [0.71, 3.32, -1.23], [-1.28, -5.87, -3.48], [2.81, -0.85, 1.90], [-1.47, -2.74, -0.19], [-1.52, 1.44, -0.22], [1.16, 1.79, -0.07], [0.19, 2.48, 2.54], [-1.69, 2.35, 0.67], [0.35, 0.82, -1.46], [-0.11, -0.03, -0.23]], "mulliken_charge": [0.260, -0.739, 0.197, -0.125, -0.284, -0.340, -0.098, -0.399, 0.024, 0.240, 0.283, 0.325, 0.298, 0.359]}